(1)
65
Properties=species:S:1:pos:R:3:nbo_charge:R:1 method="wB97M-V/def2-TZVPD" lumo_energy_ev="-0.56 / -0.53" multiplicity=3 orbital_gap_ev="4.82 / 7.78" energy_ev=-96987.7140
Ti -0.219 -0.048 -0.176 1.00
C -0.220 4.118 0.425 -0.36
C -0.516 2.935 -0.266 0.01
N 0.220 1.952 0.154 -0.35
N 1.179 2.467 1.104 -0.36
C 0.836 3.735 1.256 0.02
B 1.892 1.500 2.082 0.93
N 2.555 0.548 1.052 -0.34
C 3.782 0.093 0.892 0.03
C 3.904 -0.656 -0.281 -0.37
C 2.625 -0.615 -0.849 0.02
N 1.793 0.061 -0.069 -0.41
N 0.791 0.556 2.645 -0.36
C 0.447 0.313 3.897 0.02
C -0.811 -0.287 3.959 -0.36
C -1.227 -0.365 2.612 -0.01
N -0.298 0.130 1.807 -0.40
N 2.725 2.167 3.153 -0.39
C 3.562 3.222 2.900 -0.03
C 4.471 3.222 3.911 -0.34
C 4.232 2.035 4.668 -0.03
N 3.218 1.349 4.150 -0.28
H -0.701 5.087 0.326 0.23
H -1.321 2.773 -0.979 0.24
H 1.388 4.352 1.938 0.21
H 4.470 0.332 1.680 0.23
H 4.808 -1.142 -0.683 0.24
H 2.321 -1.016 -1.835 0.24
H 1.208 0.496 4.638 0.25
H -1.348 -0.530 4.869 0.23
H -2.158 -0.762 2.255 0.23
H 3.386 3.904 2.064 0.23
H 5.185 4.004 4.109 0.23
H 4.797 1.663 5.526 0.21
C -5.591 -1.777 -3.445 -0.63
C -4.118 -1.900 -3.107 -0.06
O -3.478 -0.633 -3.495 -0.85
P -2.421 0.197 -2.603 1.75
S -0.445 -0.332 -2.684 -0.62
S -2.751 0.073 -0.536 -0.61
O -2.627 1.707 -3.083 -0.84
C -2.328 2.118 -4.473 -0.06
C -1.006 2.875 -4.416 -0.64
H -6.150 -2.679 -3.129 0.22
H -5.740 -1.667 -4.536 0.22
H -6.031 -0.897 -2.958 0.22
H -3.622 -2.694 -3.701 0.19
H -3.922 -2.112 -2.048 0.20
H -3.197 2.716 -4.820 0.20
H -2.289 1.211 -5.101 0.19
H -1.078 3.688 -3.664 0.22
H -0.739 3.263 -5.413 0.22
H -0.191 2.193 -4.133 0.24
N 0.396 -7.779 0.781 -0.28
C 0.246 -6.624 0.640 0.26
C 0.119 -5.216 0.459 -0.13
C 0.924 -4.394 1.255 -0.19
C 0.838 -3.023 1.019 0.06
N -0.011 -2.529 0.074 -0.46
C -0.868 -3.338 -0.609 0.05
C -0.824 -4.704 -0.477 -0.20
H 1.578 -4.835 2.002 0.24
H 1.369 -2.272 1.579 0.23
H -1.545 -2.818 -1.288 0.23
H -1.471 -5.407 -1.028 0.24


(2)
14
Properties=species:S:1:pos:R:3:nbo_charge:R:1 method="wB97M-V/def2-TZVPD" smiles="CC(=O)[C@H](C)O" lumo_energy_ev=0.84 multiplicity=1 orbital_gap_ev=11.01 e_above_lowest_kj_mol=87.45 energy_ev=-8372.3754
C -1.719 0.306 0.115 -0.72
C -0.671 -0.773 0.083 0.58
O -0.907 -1.888 -0.372 -0.56
C 0.734 -0.360 0.396 -0.02
C 1.131 0.878 -0.384 -0.62
O 1.675 -1.358 0.086 -0.71
H -1.720 0.819 -0.818 0.25
H -1.459 1.144 0.869 0.22
H -2.731 -0.077 0.308 0.25
H 0.738 -0.169 1.478 0.18
H 0.698 1.844 -0.042 0.21
H 2.211 1.022 -0.225 0.23
H 0.919 0.766 -1.424 0.21
H 1.100 -2.154 -0.071 0.49


(3)
10
Properties=species:S:1:pos:R:3:nbo_charge:R:1 method="wB97M-V/def2-TZVPD" smiles="CNC(=O)O" lumo_energy_ev=0.51 multiplicity=1 orbital_gap_ev=10.65 e_above_lowest_kj_mol=37.01 energy_ev=-7740.3677
C -1.108 0.122 -0.415 -0.42
N 0.104 0.732 0.079 -0.64
C 1.277 0.083 0.379 0.87
O 2.270 0.626 0.773 -0.59
O 1.300 -1.228 -0.062 -0.70
H -1.485 -0.692 0.214 0.17
H -0.935 -0.326 -1.397 0.21
H -1.898 0.851 -0.568 0.22
H -0.052 1.511 0.702 0.40
H 0.527 -1.680 0.295 0.48


(4)
25
Properties=species:S:1:pos:R:3:nbo_charge:R:1 method="wB97M-V/def2-TZVPD" lumo_energy_ev="4.81 / 4.99" multiplicity=1 charge=-2 orbital_gap_ev="3.66 / 3.31" energy_ev=-83089.1877
C 0.816 -4.293 -0.776 -0.77
I 2.706 -1.038 2.504 -0.50
H 1.594 -3.463 -0.900 0.23
H -0.093 -4.419 -1.446 0.20
H 1.178 -5.328 -0.479 0.21
C -1.639 2.556 -0.936 -0.11
C -0.197 1.132 0.151 -0.01
N -1.437 1.731 0.197 -0.40
H -0.201 2.929 -2.669 0.20
I 1.203 2.621 3.684 -0.75
N 0.367 1.569 -1.029 -0.40
H -2.530 3.149 -1.055 0.20
Ga 0.873 0.476 1.903 0.41
C 0.241 -3.641 0.507 0.75
O -0.591 -2.679 0.477 -0.79
C -0.509 2.442 -1.710 -0.11
C 1.706 1.220 -1.450 -0.39
H 2.451 1.767 -0.902 0.20
H 1.813 1.439 -2.497 0.18
H 1.892 0.176 -1.270 0.23
C -2.356 1.547 1.314 -0.40
H -3.385 1.491 0.964 0.18
H -2.253 2.344 2.061 0.21
H -2.117 0.595 1.795 0.26
O 0.467 -4.324 1.561 -0.81


(5)
36
Properties=species:S:1:pos:R:3:nbo_charge:R:1 method="wB97M-V/def2-TZVPD" smiles="Nc1[nH]c(/N=N/c2nc(-c3ccccc3)cs2)c2ccccc12" lumo_energy_ev=-0.62 multiplicity=1 orbital_gap_ev=5.94 e_above_lowest_kj_mol=0.00 energy_ev=-36124.8539
N -4.706 -3.193 -0.037 -0.79
C -4.013 -2.020 0.019 0.42
N -2.674 -1.957 0.021 -0.47
C -2.220 -0.643 0.006 0.19
N -0.918 -0.448 0.009 -0.16
N -0.492 0.790 0.002 -0.36
C 0.833 0.952 0.003 0.23
N 1.803 0.098 0.001 -0.47
C 3.025 0.677 0.001 0.09
C 4.214 -0.166 -0.002 0.01
C 5.503 0.364 0.018 -0.20
C 6.602 -0.474 0.015 -0.21
C 6.436 -1.849 -0.008 -0.22
C 5.158 -2.385 -0.027 -0.21
C 4.056 -1.553 -0.024 -0.20
C 2.996 2.053 0.002 -0.45
S 1.390 2.648 0.003 0.37
C -3.386 0.174 -0.002 0.02
C -3.563 1.559 -0.012 -0.21
C -4.848 2.048 -0.016 -0.19
C -5.961 1.192 -0.011 -0.23
C -5.812 -0.173 -0.002 -0.16
C -4.514 -0.697 0.003 -0.18
H -5.679 -3.146 0.213 0.40
H -4.226 -4.035 0.236 0.40
H -2.036 -2.738 0.011 0.43
H 5.649 1.433 0.037 0.20
H 7.597 -0.051 0.031 0.21
H 7.299 -2.499 -0.010 0.21
H 5.023 -3.457 -0.045 0.21
H 3.055 -1.954 -0.039 0.23
H 3.816 2.741 0.001 0.23
H -2.702 2.206 -0.016 0.25
H -5.015 3.115 -0.025 0.22
H -6.951 1.622 -0.016 0.22
H -6.673 -0.826 -0.002 0.21


(6)
88
Properties=species:S:1:pos:R:3:mulliken_charge:R:1 method="wB97M-V/def2-TZVPD" lumo_energy_ev="-1.92 / -1.92" multiplicity=1 charge=+1 orbital_gap_ev="6.16 / 6.16" energy_ev=-90258.7024
Ni 0.128 0.807 0.945 0.00
C 2.789 2.028 -1.092 -1.70
C 2.439 1.372 0.220 0.87
C 1.611 2.058 1.149 -1.00
C 1.296 1.455 2.398 0.72
C 0.560 2.222 3.473 -1.47
C 1.849 0.176 2.670 -0.67
C 2.726 -0.458 1.798 0.98
C 3.363 -1.773 2.160 -1.62
C 3.013 0.155 0.573 -0.37
H 2.104 1.738 -1.893 0.21
H 3.795 1.756 -1.411 0.42
H 2.744 3.115 -1.011 0.43
H 1.355 3.095 0.955 0.59
H -0.522 2.111 3.375 0.24
H 0.790 3.287 3.419 0.35
H 0.840 1.872 4.467 0.42
H 1.659 -0.266 3.644 0.31
H 2.967 -2.594 1.555 0.16
H 3.194 -2.020 3.209 0.36
H 4.441 -1.749 1.995 0.47
H 3.716 -0.314 -0.110 0.46
C 0.300 -0.623 -2.126 -1.39
O -1.092 -0.370 -0.217 -0.05
C -2.334 0.149 -0.777 -0.23
C -2.267 1.650 -0.938 -1.10
O -1.788 2.189 0.262 -0.12
C -1.879 3.600 0.329 -0.97
H -0.036 -0.943 -3.110 0.19
H 1.378 -0.735 -2.045 0.40
H 0.086 0.437 -2.010 0.18
H -3.115 -0.124 -0.067 0.34
H -2.531 -0.333 -1.732 0.25
H -3.281 2.006 -1.166 0.50
H -1.617 1.938 -1.776 0.38
H -2.924 3.924 0.318 0.33
H -1.348 4.068 -0.507 0.40
H -1.413 3.905 1.263 0.21
N -0.387 -1.299 -1.019 0.59
P -1.062 -2.822 -0.887 -1.12
N 0.108 -3.843 -1.439 0.84
C 1.211 -3.459 -2.361 -0.01
C 2.067 -4.668 -2.693 -1.17
C 1.273 -5.764 -3.401 -0.79
C -0.095 -5.992 -2.724 -0.59
C -0.150 -5.301 -1.373 -0.50
N -1.332 -3.047 0.708 0.68
C -0.199 -2.580 1.573 0.96
C -0.486 -2.898 3.026 -0.85
C -0.482 -4.405 3.271 -0.94
C -1.135 -5.133 2.086 -0.50
C -2.051 -4.218 1.281 -0.87
N -2.507 -2.802 -1.720 0.65
C -2.312 -2.910 -3.200 0.31
C -3.643 -3.071 -3.915 -1.04
C -4.370 -4.354 -3.485 -0.80
C -4.101 -4.666 -2.002 -0.42
C -3.803 -3.368 -1.275 -1.09
H 1.825 -2.709 -1.866 0.00
H 0.818 -3.030 -3.287 0.29
H 2.512 -5.052 -1.772 0.36
H 2.900 -4.334 -3.313 0.48
H 1.859 -6.683 -3.399 0.31
H 1.126 -5.495 -4.448 0.39
H -0.290 -7.054 -2.573 0.59
H -0.899 -5.631 -3.366 0.05
H 0.614 -5.737 -0.725 0.54
H -1.101 -5.479 -0.875 0.19
H -0.083 -1.503 1.458 -1.28
H 0.736 -3.050 1.249 0.28
H -1.447 -2.453 3.299 0.39
H 0.267 -2.399 3.636 0.33
H -0.990 -4.640 4.207 0.33
H 0.548 -4.750 3.381 0.40
H -1.728 -5.985 2.422 0.58
H -0.366 -5.533 1.424 -0.08
H -2.858 -3.845 1.917 0.42
H -2.512 -4.804 0.491 0.56
H -1.673 -3.762 -3.436 -0.15
H -1.805 -2.015 -3.562 0.02
H -3.449 -3.064 -4.988 0.43
H -4.269 -2.200 -3.713 0.37
H -4.088 -5.197 -4.116 0.36
H -5.441 -4.207 -3.625 0.33
H -3.255 -5.349 -1.884 0.10
H -4.965 -5.158 -1.554 0.57
H -3.803 -3.454 -0.197 0.56
H -4.579 -2.633 -1.504 0.47